This record from the Open Molecules 2025 dataset describes a cluster of 3 separate species, C3H10O3 in total. The level of theory is the ωB97M-V functional and the def2-TZVPD basis.

XYZ file:
```
16
Properties=species:S:1:pos:R:3:forces:R:3
C 0.9075 -2.2819 1.3526 -0.3136 -0.7913 3.2925
H 0.7391 -3.2226 0.9016 -0.9791 -0.4982 -1.6503
H 0.9883 -1.5393 -1.3852 -0.6579 -1.2746 -0.7643
H 1.3774 5.8651 1.2267 -0.1077 -0.1609 1.2217
H 1.8331 -2.6141 1.8769 -0.6024 0.7497 0.6625
H 0.0178 -2.0474 2.0870 1.8517 -0.9381 -0.9065
O 1.1146 0.4526 -1.1322 5.5845 -0.4865 0.6053
H 1.5041 -0.2443 1.3922 -0.7189 -0.2434 -1.0099
O -4.3475 -2.9739 -0.7496 -2.4538 1.8474 -2.0170
H -4.1684 -3.8677 -0.8695 1.0790 -2.0169 0.4619
H 0.1192 6.0668 0.2800 1.2128 -0.1387 0.5273
C 1.1486 -1.0308 0.6824 0.2147 1.6170 -2.8073
C 0.9802 -0.7835 -0.6560 0.7279 -0.5601 4.0544
H -3.9113 -2.4801 -0.1026 1.3823 0.1718 1.5553
H 0.3576 0.8366 -1.3496 -5.1114 2.4205 -1.4756
O 1.0986 5.9994 0.3404 -1.1083 0.3024 -1.7501
```
Forces are in eV/Å.

Properties
ΔE to the lowest compared entry with this formula, charge and spin: 218.4 kJ/mol
HOMO energy: -0.324 hartree
SMILES: C/C=C/O.O.O
Total charge: 0
Orbital gap: 9.49 eV

Mulliken atomic charge list, values in e, 4 entries: -1.08 0.38 0.40 0.32